Record 1
C20H54AsF6O19S7 | ωB97M-V/def2-TZVPD

Values from the calculation:
E_tot in Eh: -7846.24617
Energy above the lowest of the compared OMol25 structures with the same formula, charge and spin in kcal per mole: 84.96
HOMO energy in eV: -7.269
Orbital gap in eV: 9.20

ORCA input file:
```
! RIJCOSX wB97M-V def2-TZVPD def2/J DEFGRID3
* xyz -1 1
As 0.546 0.422 0.116
F 1.492 0.300 -1.421
F -0.689 -0.657 -0.449
F -0.304 0.720 1.685
F 1.856 1.480 0.817
F -0.352 1.878 -0.666
F 1.291 -1.138 0.613
O -5.359 0.229 -5.717
S -5.635 0.385 -4.312
O -6.684 -0.502 -3.637
O -4.206 0.148 -3.561
C -4.149 0.093 -2.156
C -4.755 -1.057 -1.416
C -5.802 2.219 -3.843
H -4.487 1.056 -1.774
H -3.082 0.141 -1.940
H -4.144 -1.895 -1.751
H -5.778 -1.241 -1.741
H -4.654 -1.019 -0.331
H -6.349 2.384 -2.915
H -6.333 2.797 -4.599
H -4.867 2.777 -3.910
O 0.588 5.563 4.675
S 0.958 4.318 5.303
O 1.968 4.310 6.355
O -0.376 3.732 5.947
C -0.342 2.759 6.977
C -1.731 2.497 7.708
C 1.428 3.024 4.075
H 0.263 3.166 7.787
H 0.293 1.919 6.695
H -2.001 3.383 8.282
H -1.736 1.563 8.268
H -2.371 2.369 6.835
H 1.281 2.036 4.511
H 2.408 3.150 3.615
H 0.744 3.009 3.227
O 3.592 -6.230 2.943
S 2.632 -5.366 2.295
O 2.133 -4.143 2.976
O 3.018 -4.997 0.769
C 3.479 -3.734 0.467
C 3.833 -3.752 -1.065
C 1.064 -6.372 1.982
H 4.461 -3.573 0.914
H 2.820 -2.964 0.867
H 2.969 -3.990 -1.685
H 4.577 -4.521 -1.273
H 4.357 -2.834 -1.330
H 1.203 -7.393 1.628
H 0.317 -5.831 1.401
H 0.666 -6.548 2.981
O -2.083 -3.879 -3.119
S -0.750 -4.371 -2.700
O -0.486 -5.570 -1.889
O 0.205 -4.434 -4.077
C 1.078 -5.566 -4.133
C 2.015 -5.464 -5.267
C 0.038 -2.871 -1.838
H 0.545 -6.516 -4.102
H 1.667 -5.563 -3.216
H 2.767 -4.720 -5.004
H 1.473 -5.352 -6.206
H 2.611 -6.375 -5.219
H 1.059 -2.825 -2.218
H -0.069 -3.058 -0.770
H -0.566 -2.029 -2.177
O -0.209 0.752 -6.534
S 0.306 0.506 -5.199
O 0.470 -0.790 -4.605
O 1.770 1.290 -5.241
C 2.713 1.159 -4.115
C 2.709 2.428 -3.235
C -0.585 1.747 -4.072
H 3.680 0.871 -4.527
H 2.589 0.212 -3.591
H 3.441 3.151 -3.596
H 3.039 2.144 -2.236
H 1.716 2.846 -3.064
H -0.341 2.759 -4.393
H -0.343 1.519 -3.034
H -1.661 1.637 -4.214
O -2.073 5.584 2.820
S -3.521 5.318 3.032
O -4.567 5.997 2.209
O -3.719 3.655 3.069
C -2.767 2.863 2.412
C -3.354 1.674 1.777
C -3.897 5.660 4.854
H -1.990 2.551 3.109
H -2.157 3.512 1.784
H -3.964 1.899 0.903
H -3.873 0.966 2.424
H -2.540 1.025 1.453
H -4.906 5.375 5.151
H -3.750 6.694 5.164
H -3.213 5.033 5.427
C 4.479 0.276 1.868
S 6.089 0.154 0.989
O 6.300 -1.228 0.511
C 5.549 1.010 -0.518
H 3.724 -0.457 1.585
H 4.233 1.330 1.740
H 4.663 -0.062 2.888
H 4.802 0.425 -1.054
H 6.502 1.088 -1.041
H 5.098 1.945 -0.186
*
```

Record 2
C18H16AgBrN3O2 | ωB97M-V/def2-TZVPD

Values from the calculation:
E_tot in Eh: -3731.26947
Energy above the lowest of the compared OMol25 structures with the same formula, charge and spin in kcal per mole: 0.00
HOMO energy in eV: -4.417
Orbital gap in eV: 6.75

ORCA input file:
```
! RIJCOSX wB97M-V def2-TZVPD def2/J DEFGRID3
* xyz -1 1
Ag -1.932 2.399 0.809
Br 1.097 -7.598 1.406
C 1.745 -6.158 0.350
C 1.895 -6.326 -1.013
C 2.360 -5.266 -1.779
C 2.638 -4.036 -1.196
C 2.510 -3.897 0.187
C 2.065 -4.953 0.960
N 3.242 -3.028 -2.005
N 2.872 -1.832 -1.987
C 1.698 -1.363 -1.395
C 0.508 -2.079 -1.259
C -0.651 -1.511 -0.778
C -0.714 -0.155 -0.367
O -1.773 0.359 0.080
C 0.522 0.621 -0.526
N 0.476 1.915 -0.146
C 1.539 2.663 -0.294
C 2.742 2.174 -0.834
C 2.817 0.861 -1.204
C 1.684 0.028 -1.060
H 1.666 -7.278 -1.473
H 2.504 -5.382 -2.846
H 2.754 -2.950 0.651
H 1.966 -4.841 2.031
H 0.475 -3.111 -1.582
H -1.565 -2.087 -0.716
H 1.453 3.696 0.029
H 3.592 2.835 -0.943
H 3.725 0.439 -1.613
C -3.591 6.229 2.056
C -3.599 4.700 1.995
C -4.740 4.222 1.091
O -2.364 4.255 1.581
H -4.519 6.628 2.481
H -3.461 6.635 1.049
H -2.751 6.563 2.667
H -3.838 4.341 3.020
H -4.602 4.624 0.083
H -5.721 4.535 1.465
H -4.723 3.131 1.024
*
```

Q: Among the records above, which one has the lowest energy above the lowest of the compared OMol25 structures with the same formula, charge and spin?
A: C18H16AgBrN3O2

Q: The highest HOMO energy belongs to which entry?
A: C18H16AgBrN3O2